CH4N2O2 | ωB97M-V/def2-TZVPD

Last column: Mulliken charge in e.
Element x y z (Å)
C 1.3016 -0.8795 0.0027  -0.25
N 1.4711 0.3677 0.3495  -0.13
N -1.0063 0.8386 0.1049  0.05
O 0.6793 1.3534 0.1755  -0.26
O -0.9694 -0.3513 0.5704  -0.53
H 0.4543 -1.3079 -0.6559  0.28
H 2.0811 -1.5968 0.3459  0.26
H -1.3014 0.9087 -0.8151  0.26
H -1.5874 1.4668 0.7868  0.31

Forces on the atoms, in the same order (eV/Å):
-0.69 0.24 -1.11
0.46 -2.54 0.75
-0.40 -1.27 5.10
-0.85 1.43 -1.05
-1.21 0.44 -0.31
1.56 0.78 1.24
-0.44 0.93 -0.40
-0.28 0.48 -2.64
1.85 -0.49 -1.57

- charge = 0
- spin multiplicity = 1
- molar mass (g/mol) = 76.05
- E_tot (eV) = -8170.31025